Record 1
A 7-piece molecular cluster, C31H70Br2N7O2 overall in a non-equilibrium geometry, computed with the ωB97M-V functional and the def2-TZVPD basis.

## Properties
**DFT total energy**: -187867.826 eV
**Orbital gap**: 4.856 eV

Geometry as ORCA input:
```
! wB97M-V def2-TZVPD RIJCOSX def2/J DEFGRID3
* xyz 3 1
C 4.264 0.074 -4.025
C 4.640 0.620 -2.662
N 3.536 0.477 -1.697
C 3.393 -0.516 -0.752
C 2.218 -0.258 -0.121
N 1.723 0.935 -0.637
C 2.606 1.396 -1.530
C 0.430 1.494 -0.275
H 3.443 0.684 -4.409
H 3.901 -0.955 -3.998
H 5.110 0.120 -4.705
H 4.907 1.680 -2.683
H 5.498 0.127 -2.204
H 4.145 -1.291 -0.801
H 1.653 -0.873 0.556
H 2.314 2.148 -2.247
H -0.127 0.752 0.282
H -0.101 1.781 -1.183
H 0.601 2.426 0.264
C 2.430 -4.661 2.781
C 1.010 -5.027 3.194
N 0.804 -4.697 4.636
C 1.733 -4.299 5.567
C 1.069 -4.091 6.724
N -0.269 -4.327 6.486
C -0.382 -4.797 5.242
C -1.314 -4.411 7.492
H 2.536 -3.580 2.683
H 2.770 -5.062 1.825
H 3.128 -5.058 3.516
H 0.833 -6.090 3.036
H 0.260 -4.465 2.638
H 2.778 -4.238 5.326
H 1.308 -3.736 7.713
H -1.294 -5.126 4.774
H -0.992 -5.014 8.339
H -2.188 -4.935 7.106
H -1.636 -3.431 7.839
C 0.836 9.722 -0.808
C 0.183 8.476 -1.407
C 0.851 7.892 -2.659
C -0.142 7.222 -3.622
N 0.383 6.045 -4.380
C 1.696 6.349 -5.066
C 1.864 5.321 -6.168
C 0.409 4.894 -6.494
C -0.514 5.675 -5.559
C 0.514 4.884 -3.437
H 1.590 10.182 -1.453
H 1.201 9.641 0.210
H 0.102 10.532 -0.847
H -0.857 8.729 -1.631
H 0.112 7.654 -0.686
H 1.725 7.273 -2.455
H 1.163 8.781 -3.214
H -0.488 7.953 -4.352
H -1.031 6.871 -3.089
H 2.492 6.443 -4.330
H 1.561 7.325 -5.536
H 2.526 4.500 -5.912
H 2.264 5.908 -6.992
H 0.320 3.854 -6.179
H 0.198 5.009 -7.552
H -1.315 5.046 -5.179
H -0.906 6.621 -5.924
H 1.174 4.128 -3.856
H -0.501 4.527 -3.276
H 0.985 5.296 -2.548
C 0.977 -5.679 -3.267
N 0.430 -4.455 -2.549
C 0.647 -4.680 -1.077
C 1.398 -3.358 -2.966
C -0.893 -4.011 -3.081
C -1.993 -5.042 -3.109
O -1.773 -5.963 -4.163
H 0.955 -5.458 -4.333
H 0.261 -6.481 -3.122
H 2.017 -5.823 -2.989
H 1.666 -4.951 -0.808
H -0.112 -5.444 -0.882
H 0.275 -3.802 -0.545
H 1.512 -3.406 -4.042
H 2.293 -3.608 -2.417
H 1.099 -2.382 -2.585
H -0.801 -3.497 -4.035
H -1.187 -3.249 -2.350
H -2.959 -4.540 -3.209
H -2.035 -5.606 -2.166
H -2.584 -6.469 -4.280
C -5.563 -2.729 5.075
N -5.027 -1.341 5.315
C -6.119 -0.389 4.926
C -4.782 -1.189 6.782
C -3.802 -1.042 4.475
C -2.511 -1.746 4.848
O -2.022 -1.260 6.094
H -4.734 -3.399 5.298
H -5.683 -2.848 3.997
H -6.499 -2.896 5.593
H -6.291 -0.508 3.859
H -5.737 0.618 5.093
H -7.021 -0.495 5.521
H -5.711 -1.359 7.325
H -4.400 -0.192 6.981
H -4.095 -1.944 7.153
H -3.692 0.032 4.638
H -4.111 -1.149 3.436
H -1.754 -1.603 4.074
H -2.652 -2.833 4.866
H -1.188 -0.824 5.891
Br 4.328 4.433 -2.416
Br 4.739 -3.959 -0.538
*
```

=====

Record 2
A 4-piece molecular cluster, C31H70BrFN4O3P overall in a non-equilibrium geometry, computed with the ωB97M-V functional and the def2-TZVPD basis.

## Properties
**DFT total energy**: -127428.525 eV
**Orbital gap**: 6.965 eV

Geometry as ORCA input:
```
! wB97M-V def2-TZVPD RIJCOSX def2/J DEFGRID3
* xyz -1 1
C 3.248 2.997 3.089
C 1.762 2.397 3.340
C 1.215 1.341 2.243
Br 2.945 0.503 1.573
P 0.306 2.089 0.690
C -0.269 2.905 -0.969
C 0.928 3.759 -1.707
C -0.146 0.396 -0.074
C -0.284 -0.913 0.792
F 0.869 -1.827 0.775
C -1.409 2.205 1.527
C -1.606 2.294 3.076
C -2.037 3.758 3.696
O -3.140 4.372 2.976
C -3.838 5.144 3.977
C -4.899 4.440 4.982
O -3.692 6.399 4.092
N 0.867 3.728 1.210
C 0.046 4.669 1.285
O -0.862 5.547 1.230
H 3.434 3.342 2.019
H 4.082 2.339 3.524
H 3.281 3.967 3.731
H 1.006 3.168 3.709
H 1.943 1.743 4.294
H 0.591 0.616 2.855
H 1.595 1.950 0.049
H -1.240 3.501 -0.886
H -0.484 2.125 -1.805
H 0.512 4.842 -1.746
H 1.929 3.680 -1.174
H 1.083 3.448 -2.794
H -1.145 0.453 -0.667
H 0.636 0.168 -0.904
H -0.720 -0.793 1.859
H -1.095 -1.585 0.290
H -1.958 1.232 1.195
H -2.121 2.993 1.054
H -2.578 1.690 3.323
H -0.867 1.879 3.823
H -1.112 4.448 3.809
H -2.340 3.512 4.790
H -5.433 5.200 5.639
H -4.302 3.671 5.603
H -5.607 3.836 4.302
C 0.814 0.792 11.174
C -0.116 1.019 9.987
N 0.443 1.884 8.953
C -0.542 2.300 7.957
C -1.157 1.218 7.071
C 1.741 1.487 8.414
C 1.848 0.107 7.767
H 1.113 1.739 11.629
H 0.298 0.202 11.937
H 1.713 0.240 10.891
H -1.025 1.485 10.380
H -0.414 0.043 9.583
H -0.104 3.072 7.316
H -1.360 2.809 8.484
H -0.463 0.886 6.298
H -2.034 1.621 6.556
H -1.488 0.347 7.644
H 2.479 1.543 9.221
H 2.079 2.240 7.693
H 1.338 -0.669 8.343
H 2.902 -0.183 7.694
H 1.451 0.105 6.752
C 3.167 -2.108 -1.785
C 2.249 -1.869 -2.978
N 2.823 -1.007 -4.007
C 1.850 -0.580 -5.008
C 1.231 -1.654 -5.901
C 4.121 -1.414 -4.536
C 4.220 -2.794 -5.186
H 3.470 -1.164 -1.324
H 2.640 -2.694 -1.027
H 4.064 -2.668 -2.062
H 1.341 -1.396 -2.590
H 1.945 -2.842 -3.387
H 2.300 0.190 -5.645
H 1.033 -0.065 -4.485
H 1.927 -1.991 -6.671
H 0.360 -1.241 -6.420
H 0.888 -2.524 -5.334
H 4.853 -1.366 -3.724
H 4.471 -0.662 -5.253
H 3.699 -3.566 -4.614
H 5.272 -3.093 -5.251
H 3.830 -2.791 -6.204
C -2.065 -4.421 -5.791
C -2.649 -5.118 -7.014
N -2.953 -4.216 -8.121
C -3.742 -4.847 -9.176
C -3.098 -5.992 -9.958
C -1.853 -3.375 -8.586
C -0.587 -4.073 -9.081
H -2.729 -3.631 -5.430
H -1.937 -5.144 -4.981
H -1.083 -3.987 -5.995
H -3.576 -5.603 -6.692
H -1.965 -5.920 -7.320
H -4.074 -4.081 -9.885
H -4.667 -5.226 -8.723
H -2.364 -5.628 -10.677
H -3.866 -6.520 -10.531
H -2.618 -6.726 -9.306
H -1.572 -2.697 -7.773
H -2.218 -2.706 -9.374
H -0.284 -4.902 -8.438
H 0.242 -3.357 -9.098
H -0.703 -4.445 -10.099
*
```

=====

Look up the orbital gap of the first one.
4.856 eV

=====

Which formula does entry 2 have?
C31H70BrFN4O3P

=====

Look up the orbital gap of the second one.
6.965 eV

=====

Which value of orbital gap does entry 2 give?
6.965 eV